1.
{"formula": "C6H7N4S", "method": "ωB97M-V/def2-TZVPD", "symbols": ["C", "C", "N", "C", "S", "N", "H", "N", "H", "C", "C", "H", "H", "N", "C", "H", "H", "H"], "coordinates": [[2.33, -1.70, 0.10], [-3.12, 0.97, 0.73], [-2.08, 0.60, -1.32], [2.15, 0.52, -0.09], [-0.17, -1.14, -0.59], [3.29, -1.31, -0.64], [1.13, -0.50, 1.61], [-1.49, -0.10, -0.31], [1.94, 1.60, -0.06], [1.39, -0.59, 0.50], [-2.11, 0.04, 0.91], [2.19, -2.81, 0.15], [-4.09, 1.17, 1.27], [3.18, 0.04, -0.77], [-3.08, 1.24, -0.71], [-3.63, 1.84, -1.27], [3.82, 0.55, -1.26], [-1.65, -0.40, 1.76]], "lowdin_charge": [-0.16, -0.02, 0.04, 0.02, 1.08, 0.12, 0.16, -0.52, 0.17, -0.38, -0.12, 0.16, 0.13, 0.11, -0.10, 0.07, 0.15, 0.10], "gap_ev": 7.03, "homo_ha": -0.4796, "lumo_ev": -6.020, "total_charge": 1}


2.
{"formula": "C6H7N5O", "method": "ωB97M-V/def2-TZVPD", "symbols": ["C", "N", "H", "H", "C", "H", "C", "N", "C", "C", "H", "N", "N", "H", "O", "H", "C", "H", "N"], "coordinates": [[2.17, 0.19, -0.52], [1.55, -1.09, -0.19], [3.90, 0.80, -1.40], [2.77, 0.03, -2.43], [0.46, -1.48, 0.44], [-2.02, -1.92, 1.52], [-2.02, -0.92, 1.02], [3.13, 0.00, -1.49], [-1.82, 1.43, -0.16], [-0.87, -0.52, 0.42], [-4.01, 1.46, 0.46], [-3.11, -0.14, 1.17], [-0.77, 0.63, -0.21], [2.22, -1.85, -0.23], [0.29, -2.54, 1.03], [-1.80, 2.31, -0.83], [-3.01, 1.03, 0.54], [1.07, 1.28, 0.77], [1.88, 1.30, 0.10]], "lowdin_charge": [-0.49, 0.14, 0.16, 0.08, -0.40, 0.14, -0.08, 0.07, -0.09, -0.18, 0.10, 0.08, 0.08, 0.14, 0.06, 0.12, -0.10, 0.05, 0.13], "gap_ev": 9.52, "homo_ha": -0.3495, "lumo_ev": 0.009}


3.
{"formula": "C6H7NO", "method": "ωB97M-V/def2-TZVPD", "symbols": ["C", "C", "H", "C", "H", "C", "C", "H", "O", "H", "H", "C", "N", "H", "H"], "coordinates": [[1.23, -0.42, -0.06], [-3.85, 0.02, 0.72], [-1.31, 1.83, -1.59], [-2.71, 0.27, 0.35], [3.06, 0.18, 0.78], [2.06, 0.58, 0.62], [-0.44, 0.43, -0.60], [-4.85, -0.24, 0.97], [-0.88, -0.31, 0.29], [0.58, -2.27, -0.83], [1.63, 0.84, 1.59], [1.40, -1.65, -0.47], [-0.43, 1.37, -1.36], [2.14, 1.49, 0.03], [2.38, -2.11, -0.43]], "lowdin_charge": [-0.19, -0.01, 0.08, -0.03, 0.09, -0.07, -0.51, 0.00, 0.07, 0.07, 0.09, 0.04, 0.21, 0.08, 0.07], "gap_ev": [7.88, 7.88], "homo_ha": [-0.3310, -0.3311], "lumo_ev": [-1.128, -1.132]}


4.
{"formula": "C6H7NO", "method": "ωB97M-V/def2-TZVPD", "symbols": ["C", "C", "H", "O", "H", "C", "N", "H", "H", "C", "C", "H", "H", "H", "C"], "coordinates": [[0.73, 0.77, -0.25], [0.43, 1.76, 0.95], [-0.29, 2.62, 0.96], [0.26, 0.50, -2.82], [-0.91, -2.54, 0.17], [-0.18, -1.12, -1.24], [-0.16, -0.91, 1.21], [1.87, 0.37, -0.18], [-1.21, 0.68, 0.42], [-0.25, 0.44, 0.84], [-0.39, -1.62, 0.03], [-0.38, -1.83, -1.97], [1.47, 1.73, 1.60], [-1.05, -1.01, 1.91], [0.05, 0.16, -1.63]], "lowdin_charge": [-0.12, -0.04, 0.11, 0.04, 0.11, -0.06, 0.02, 0.19, 0.14, -0.42, -0.08, 0.10, 0.16, 0.20, -0.35], "gap_ev": 9.18, "homo_ha": -0.3348, "lumo_ev": 0.066}